Model P:
Formula: C4H16N2O2
Source: OMol25
Level of theory: ωB97M-V/def2-TZVPD

```
! RIJCOSX wB97M-V def2-TZVPD def2/J DEFGRID3
* xyz 0 1
H -1.71200 2.02030 -0.79382
H 0.04666 -1.78946 -2.54476
H -2.93441 -0.09223 -1.80288
H -1.30547 1.01540 0.64295
H -0.99384 -4.82733 3.39148
O 4.69168 3.01310 4.23829
N -0.61235 -1.08993 -2.85660
O -1.31290 -4.60599 2.51036
H -0.74849 -1.23331 -3.85004
H 1.30227 1.50114 0.30011
C -0.17692 0.27354 -2.55573
H -3.57961 0.36730 -0.30120
N 0.98501 1.22406 -0.60916
C -2.62937 0.07710 -0.75968
H 4.47534 2.23086 4.76716
H -0.11445 -0.54974 -0.55798
C -0.17486 0.48008 -1.01526
H 0.80589 0.33944 -3.05929
H -0.86240 1.10382 -2.86501
H -0.67385 -3.93190 2.25087
H 1.40539 1.73253 -1.36679
C -1.47570 1.00769 -0.44388
H 4.31517 3.73262 4.75051
H -2.36702 -0.94807 -0.41088
*
```

Summary:
- Orbital gap: 9.25 eV
- SMILES: CC[C@H](N)CN.O.O
- Highest occupied orbital energy: -8.500 eV
- LUMO level: 0.028 Eh

=====

Model Q:
Formula: C4H16N2O2
Source: OMol25
Level of theory: ωB97M-V/def2-TZVPD

```
! RIJCOSX wB97M-V def2-TZVPD def2/J DEFGRID3
* xyz 0 1
H 0.34800 2.01397 -1.49059
H 0.61324 -1.41898 -0.07961
H 2.75248 -2.66064 -1.02227
C -0.57932 -1.77014 1.68443
O -2.15865 2.42723 -2.23190
H 1.83213 -1.68306 -1.77908
H 1.11426 -0.47166 1.40444
H -0.34947 -2.83670 1.56238
H 2.31355 1.62348 0.59965
H -2.36844 -2.46714 0.75231
H -1.03700 0.50179 -0.41317
H 1.34230 0.66804 -1.27411
H -2.04020 1.96749 -1.40058
H -2.15197 -0.83476 1.00990
N 1.75843 2.26358 0.01174
C -0.18530 0.52592 0.21616
H -3.07790 2.60090 -2.01945
O 2.51649 -1.84794 -1.23947
H -0.59080 -1.50640 2.74329
H 1.28758 2.97270 0.51043
C 0.85559 1.37647 -0.70896
H -0.35986 1.11000 1.08171
C 0.25398 -0.87486 0.75458
N -2.08914 -1.67932 1.32820
*
```

Summary:
- Orbital gap: 9.78 eV
- SMILES: NCCCCN.O.O
- Highest occupied orbital energy: -9.113 eV
- LUMO level: 0.025 Eh

=====

Name the most stable of them. model P.

=====

Model P:
Formula: C9H11N2O
Source: OMol25
Level of theory: ωB97M-V/def2-TZVPD

```
! RIJCOSX wB97M-V def2-TZVPD def2/J DEFGRID3
* xyz 1 1
C 0.74376 -1.20480 0.24500
H -3.72197 -1.13213 -0.07711
N 0.65329 1.61350 0.54298
H 3.15837 2.33227 0.03704
H 2.31352 -1.68061 -1.15834
H 3.61837 0.63952 -0.08533
C -1.78586 1.58787 0.07475
C -2.92293 -0.51788 -0.04400
H 0.94901 -0.93496 -1.89874
C -0.50831 -0.45276 0.22593
C -2.96865 0.89486 -0.02748
C -1.70606 -1.18028 0.04508
O 1.40195 -1.71369 1.32534
H 1.06561 -1.41278 2.18897
C 1.23857 -1.72526 -1.15789
H 0.53299 2.65254 0.34960
H -1.52800 -2.22606 0.04200
H -3.84880 1.40037 0.15389
N 2.94452 1.35915 -0.02563
H 0.87847 -2.77676 -1.44670
H -1.71545 2.64539 0.26522
C 1.76983 0.92141 0.20338
C -0.56225 0.91108 0.22204
*
```

Summary:
- Orbital gap: 8.86 eV
- Highest occupied orbital energy: -12.661 eV
- LUMO level: -0.140 Eh

=====

Model Q:
Formula: C9H11N2O
Source: OMol25
Level of theory: ωB97M-V/def2-TZVPD

```
! RIJCOSX wB97M-V def2-TZVPD def2/J DEFGRID3
* xyz 1 1
H 0.64322 1.23513 1.33518
H 0.67027 -0.51149 -2.13446
N -2.50542 -2.89325 -0.78994
C -1.42328 -2.15131 -0.90650
C -2.89742 -3.18663 0.49296
H -2.45485 -2.85429 2.69330
C 1.13161 0.23470 1.05547
H 2.81051 0.90570 -1.76227
N 0.84836 0.01828 -1.27927
H 2.76678 -0.69379 -1.12616
C -0.62679 -1.50056 0.16925
C -1.19448 -1.72710 1.56857
H 2.87342 1.52766 0.83858
C 2.31005 0.20530 -1.02559
H -1.26749 -1.72972 -1.84841
H 1.10593 -0.26437 2.02083
C 0.35589 -0.52800 0.00762
H 3.35920 -0.09790 0.89369
C 2.48207 0.52408 0.50243
C -2.17457 -2.62434 1.70602
H -0.74659 -1.42780 2.49840
H 0.47047 0.92414 -1.40734
O -3.89417 -3.88818 0.62278
*
```

Summary:
- Orbital gap: 8.10 eV
- SMILES: O=C1C=C/C(=C2\CCC[NH2+]2)C=N1
- Highest occupied orbital energy: -13.289 eV
- LUMO level: -0.191 Eh

=====

Name the most stable of them. model P.

=====

Model P:
Formula: CCl4O2P
Source: OMol25
Level of theory: ωB97M-V/def2-TZVPD

```
! RIJCOSX wB97M-V def2-TZVPD def2/J DEFGRID3
* xyz -1 1
Cl -0.28926 1.83750 1.19223
Cl 0.55874 -1.08104 4.87182
Cl 0.41501 -0.83521 1.76773
C -0.35841 0.21071 0.68065
O -0.71433 -1.57952 -1.30537
Cl -1.66153 0.98027 -1.84574
P -0.32381 -0.16090 -1.15657
O 1.03894 0.36645 -1.46024
*
```

Summary:
- Orbital gap (alpha / beta): 4.60 / 4.59 eV
- Highest occupied orbital energy (alpha / beta): -4.641 / -4.639 eV
- LUMO level (alpha / beta): -0.002 / -0.002 Eh

=====

Model Q:
Formula: CCl4O2P
Source: OMol25
Level of theory: ωB97M-V/def2-TZVPD

```
! RIJCOSX wB97M-V def2-TZVPD def2/J DEFGRID3
* xyz -1 1
Cl 1.45376 1.29902 -0.12299
O -0.79701 1.62824 1.79377
C 0.74551 -0.19365 0.01726
Cl 1.42337 -1.28184 -1.20615
P -1.07114 -0.07722 -0.14573
O -1.61663 -1.43454 -0.07804
Cl 1.06800 -0.92185 1.57939
Cl -1.20586 0.98184 -1.83751
*
```

Summary:
- Orbital gap (alpha / beta): 7.67 / 7.54 eV
- Highest occupied orbital energy (alpha / beta): -4.736 / -4.591 eV
- LUMO level (alpha / beta): 0.108 / 0.109 Eh

=====

Name the most stable of them. model P.

=====

Model P:
Formula: C2H6N4
Source: OMol25
Level of theory: ωB97M-V/def2-TZVPD

```
! RIJCOSX wB97M-V def2-TZVPD def2/J DEFGRID3
* xyz 0 1
N 1.74637 0.95717 0.72085
H 0.21214 -1.92426 0.35377
N -1.12257 0.49197 0.53403
N 0.05054 -0.37697 -1.23745
H -1.17503 1.50756 0.50204
H -1.50875 -0.00792 1.33273
H -1.89386 0.21863 -1.42185
H 1.59542 1.95207 0.59993
C 0.75966 -1.19203 -0.25130
H 1.68322 -1.59323 -0.66129
C 0.92876 0.15433 0.25822
N -1.27590 -0.18732 -0.72968
*
```

Summary:
- Orbital gap: 8.44 eV
- SMILES: [H]/N=C1/CN1NN
- Highest occupied orbital energy: -7.597 eV
- LUMO level: 0.031 Eh

=====

Model Q:
Formula: C2H6N4
Source: OMol25
Level of theory: ωB97M-V/def2-TZVPD

```
! RIJCOSX wB97M-V def2-TZVPD def2/J DEFGRID3
* xyz 0 1
N -1.27130 1.23780 -0.02183
N -2.03731 -0.91649 -0.15554
H -2.25520 1.40522 0.14736
C -1.01492 -0.11717 -0.07888
H 1.31696 1.22014 -0.77278
H 2.68857 -0.98934 0.53415
H -1.79623 -1.89422 -0.16120
N 2.70503 -0.07709 -0.02819
C 1.50809 0.28174 -0.28454
H -0.63344 1.83016 0.55316
H 0.42665 -1.48469 0.26417
N 0.36311 -0.49607 0.00413
*
```

Summary:
- Orbital gap: 10.05 eV
- SMILES: [H]/N=C\N/C(N)=N\[H]
- Highest occupied orbital energy: -9.254 eV
- LUMO level: 0.029 Eh

=====

Model R:
Formula: C2H6N4
Source: OMol25
Level of theory: ωB97M-V/def2-TZVPD

```
! RIJCOSX wB97M-V def2-TZVPD def2/J DEFGRID3
* xyz 0 1
H -1.58107 1.41665 -0.82694
C 0.73910 -0.02856 -0.71711
H 2.08950 0.23236 1.00715
N 0.63204 -1.27343 -0.78403
N 1.52335 0.62630 0.23090
H 0.95028 -1.84636 0.00546
C -1.86847 -0.09638 0.16989
N -2.35495 -1.16074 0.44060
H 0.48439 0.77729 -1.29874
N -1.60188 1.08573 0.12146
H 1.46710 1.56882 0.26920
H -1.75890 -1.95423 0.47857
*
```

Summary:
- Orbital gap: 10.38 eV
- SMILES: [H]/N=C\N.N=C=N
- Highest occupied orbital energy: -9.468 eV
- LUMO level: 0.034 Eh

=====

Model S:
Formula: C2H6N4
Source: OMol25
Level of theory: ωB97M-V/def2-TZVPD

```
! RIJCOSX wB97M-V def2-TZVPD def2/J DEFGRID3
* xyz 0 1
C -0.42343 0.61431 -0.58678
H -0.12618 -1.50574 -0.81881
N 1.65241 -0.69442 -0.20022
N 2.28615 0.45449 0.18620
N -2.25511 -0.43637 0.17617
H 0.11848 1.49307 -0.94304
N -1.60470 0.75849 -0.13027
H -1.69076 -1.08682 0.75086
C 0.40163 -0.62502 -0.54778
H -3.16995 -0.25640 0.62431
H 3.06318 0.15084 0.83107
H 1.74830 1.13355 0.65829
*
```

Summary:
- Orbital gap: 9.45 eV
- SMILES: N/N=C\C=N/N
- Highest occupied orbital energy: -8.857 eV
- LUMO level: 0.022 Eh

=====

Name the most stable of them. model Q.

=====

Model P:
Formula: C5H4O
Source: OMol25
Level of theory: ωB97M-V/def2-TZVPD

```
! RIJCOSX wB97M-V def2-TZVPD def2/J DEFGRID3
* xyz 0 1
C -1.01865 -0.52558 0.12312
H 1.90974 -1.38533 -0.03741
C 0.23757 -0.30825 0.88055
H -3.12813 -0.65190 -0.70047
H 1.20307 2.52566 -1.59239
O 0.86314 -1.47951 0.61432
H 0.03361 -0.03504 1.87280
C 0.93541 0.77468 0.11685
C -2.19409 -0.47183 -0.28434
C 1.15833 1.55709 -0.99302
*
```

Summary:
- Orbital gap: 9.62 eV
- Highest occupied orbital energy: -9.536 eV
- LUMO level: 0.003 Eh

=====

Model Q:
Formula: C5H4O
Source: OMol25
Level of theory: ωB97M-V/def2-TZVPD

```
! RIJCOSX wB97M-V def2-TZVPD def2/J DEFGRID3
* xyz 0 1
O 2.23602 0.38356 0.06690
C -0.92113 -0.79443 0.91273
C 1.35136 -0.21249 0.59516
H -0.54949 1.92908 -2.86586
C -0.44985 0.62005 -0.96702
C -0.35935 1.30589 -1.98911
H 1.36849 -0.74552 1.55707
C -0.02882 -0.19800 0.18066
H -2.05404 -0.85309 0.73834
H -0.59319 -1.43505 1.77114
*
```

Summary:
- Orbital gap: 9.85 eV
- SMILES: C#CC(=C)C=O
- Highest occupied orbital energy: -9.857 eV
- LUMO level: 0.000 Eh

=====

Model R:
Formula: C5H4O
Source: OMol25
Level of theory: ωB97M-V/def2-TZVPD

```
! RIJCOSX wB97M-V def2-TZVPD def2/J DEFGRID3
* xyz 0 1
C 1.41236 0.00251 0.13709
H 1.36849 -2.04439 0.83881
C -1.19640 1.32566 0.07252
H -2.00862 1.42824 0.77721
O 1.98403 0.99018 -0.11134
H -0.78145 2.24185 -0.31522
C 0.98038 -1.23501 0.26048
C -0.67822 0.17598 -0.22145
H -0.75157 -1.79843 -1.06265
C -0.32901 -1.08659 -0.37545
*
```

Summary:
- Orbital gap: 9.23 eV
- Highest occupied orbital energy: -8.460 eV
- LUMO level: 0.028 Eh

=====

Name the most stable of them. model Q.

=====

Model P:
Formula: C5H4O
Source: OMol25
Level of theory: ωB97M-V/def2-TZVPD

```
! RIJCOSX wB97M-V def2-TZVPD def2/J DEFGRID3
* xyz 0 1
H -2.24676 0.83052 0.39736
C -0.04819 0.66556 -0.06633
C 1.03732 -0.38330 -0.03215
C -1.41781 0.09657 0.14899
O 0.35072 1.80749 -0.04885
H -0.91198 -1.82861 -0.16288
H -2.73393 -1.40282 -0.08101
H 3.04543 -1.51242 0.16956
C 2.17741 -0.97944 0.05026
C -1.74181 -1.15715 -0.08948
*
```

Summary:
- Orbital gap: 9.80 eV
- SMILES: C#CC(=O)C=C
- Highest occupied orbital energy: -10.161 eV
- LUMO level: -0.013 Eh

=====

Model Q:
Formula: C5H4O
Source: OMol25
Level of theory: ωB97M-V/def2-TZVPD

```
! RIJCOSX wB97M-V def2-TZVPD def2/J DEFGRID3
* xyz 0 1
C -0.67226 -1.38264 -0.85401
O -0.07457 2.97568 1.49672
H 0.44234 -0.19257 1.59056
H 1.58011 -1.34736 -1.18837
C -0.20639 0.01016 -0.39290
H -1.43490 -2.06957 -0.76196
C 0.02589 0.56916 1.03627
C 0.02706 1.84695 1.21566
H -0.31222 0.72361 -1.27094
C 0.62496 -1.13342 -0.87102
*
```

Summary:
- Orbital gap: 9.55 eV
- SMILES: O=C=CC1C=C1
- Highest occupied orbital energy: -8.672 eV
- LUMO level: 0.032 Eh

=====

Name the most stable of them. model P.